1.
The following is a DFT calculation (wB97M-V/def2-TZVPD) of 2 unconnected molecules or ions with the total composition C20H24N5O2S.

The geometry in XYZ format:
```
52
Properties=species:S:1:pos:R:3:forces:R:3
C 2.236762 -0.760208 2.913739 0.74 0.03 -0.13
C 0.847842 -0.324366 2.865465 -3.87 0.94 0.13
N -0.164405 -1.223261 3.049347 0.55 0.39 -0.02
C -1.333600 -0.526363 2.986611 1.71 2.05 -0.52
C -2.662451 -1.177899 3.100055 -0.31 -0.21 0.03
C -0.994981 0.845749 2.748960 -0.42 -2.22 0.35
N 0.370725 0.963773 2.671593 0.57 -1.76 0.93
H 2.880874 0.116586 2.880733 0.28 -0.08 0.00
H 2.418608 -1.339429 3.821534 0.12 0.11 0.03
H 2.449274 -1.421277 2.070930 0.20 0.05 -0.08
H -3.458817 -0.420859 3.139161 0.13 -0.21 -0.01
H -2.851873 -1.838650 2.236051 -0.02 0.17 0.27
H -2.721491 -1.798098 4.010080 -0.04 0.17 -0.26
H -1.710226 1.653986 2.613614 0.32 0.13 0.02
C -2.410180 8.611986 4.059571 0.37 -0.27 -0.08
N -1.162843 7.906960 4.248320 -0.46 0.67 0.56
C -0.259967 8.543577 5.180963 -0.15 -0.32 -0.28
C -0.821514 6.735635 3.570392 0.47 -0.98 -0.55
C -0.446500 6.782854 2.209213 -0.13 0.02 0.75
C 0.079069 5.662777 1.600864 0.27 -1.03 -0.58
C 0.193168 4.419385 2.281924 -0.84 0.93 1.27
C 0.725096 3.213967 1.642855 -0.45 0.56 -2.03
C 1.875618 3.258101 0.910479 0.88 0.22 -0.33
C 2.124046 2.195429 -0.059531 -1.05 -1.24 -0.11
O 1.295983 1.330338 -0.341721 1.30 1.09 0.12
N 3.415444 2.134462 -0.653263 0.48 0.32 -0.30
C 3.661451 0.954468 -1.473364 0.18 -0.21 -0.06
C 4.347917 3.159865 -0.656968 -1.10 0.06 0.38
S 5.841144 3.101925 -1.424002 -0.58 -0.15 0.20
N 3.936996 4.298856 0.030856 0.61 -0.26 0.15
C 4.920392 5.384805 0.077915 -0.02 0.04 -0.02
C 2.917717 4.302914 1.027133 -0.43 0.43 1.48
O 2.945174 5.138376 1.934227 0.23 -0.87 -1.47
C -0.333680 4.353534 3.585386 0.38 -0.16 -0.33
C -0.781882 5.495739 4.238464 -0.10 0.63 -0.49
H -3.076760 8.056026 3.392004 0.16 0.10 0.14
H -2.905819 8.744516 5.033224 -0.12 0.04 -0.14
H -2.223393 9.609181 3.637055 -0.20 0.06 -0.03
H 0.677216 7.981879 5.249814 -0.21 0.10 0.00
H -0.036926 9.565284 4.840085 0.11 0.01 0.14
H -0.722921 8.606820 6.175239 0.16 0.07 0.07
H -0.529618 7.734336 1.675906 0.10 -0.34 0.14
H 0.402991 5.718300 0.548674 -0.11 -0.04 0.60
H 0.026564 2.390339 1.429973 0.65 0.72 -0.02
H 4.695214 1.020104 -1.817734 -0.31 -0.18 0.04
H 3.509801 0.054128 -0.870325 -0.06 0.18 -0.16
H 2.977762 0.941229 -2.328799 0.08 -0.04 0.20
H 4.481264 6.245617 0.579272 -0.02 -0.20 -0.03
H 5.824303 5.046423 0.602204 -0.24 0.23 -0.07
H 5.197699 5.611365 -0.955411 -0.03 0.12 0.31
H -0.345041 3.385119 4.083363 0.09 0.17 -0.04
H -1.131126 5.453833 5.267969 0.09 -0.04 -0.15
```
Forces are in eV/Å.

Summary:
Total charge   -1
E_LUMO   2.04 eV
Gap between HOMO and LUMO   5.4519 eV
HOMO energy   -0.1255 hartree
Energy relative to the best compared isomer or geometry (same formula, charge and spin)   25.61 kJ/mol
DFT total energy   -1598.9982 Ha



2.
The following is a DFT calculation (wB97M-V/def2-TZVPD) of a molecular structure, C14H21N9O3PtS.

The geometry in XYZ format:
```
49
Properties=species:S:1:pos:R:3:forces:R:3
Pt 0.023428 0.830444 0.098136 0.17 0.27 -0.01
N 3.429113 2.985690 -1.348936 0.04 -0.02 0.03
C 2.463396 2.228118 -0.878890 0.31 -0.01 -0.11
S 0.855980 2.374563 -1.291358 -0.11 0.30 0.00
N 2.929509 1.222392 -0.021626 -0.09 -0.26 -0.02
N 2.060157 0.387165 0.347933 -0.38 0.15 -0.04
C 2.600982 -0.554736 1.226516 -0.34 -0.69 0.09
C 2.200072 -1.851002 1.366489 0.16 0.56 -0.14
C 2.798698 -2.634153 2.410456 0.07 -0.58 0.25
C 2.484839 -3.941642 2.555913 0.11 0.45 0.01
C 1.551513 -4.608295 1.660799 0.00 0.03 -0.09
C 0.964652 -3.954008 0.649340 -0.06 0.02 0.09
C 1.259812 -2.539645 0.404821 0.14 -0.16 0.07
O 0.828297 -1.945347 -0.559334 0.17 0.10 -0.28
H 3.243587 3.744412 -1.988224 0.00 0.00 0.00
H 4.387731 2.782583 -1.100922 0.00 0.01 0.00
H 3.460922 -0.189776 1.775923 -0.01 0.01 0.04
H 3.497773 -2.148278 3.079650 0.03 -0.07 0.02
H 2.934495 -4.521405 3.351041 0.01 0.03 0.01
H 1.354910 -5.660960 1.817310 0.01 0.00 -0.01
H 0.297451 -4.436366 -0.052591 -0.03 0.03 0.01
N 0.222738 0.694666 3.012338 -0.03 0.04 0.04
N -0.545009 -0.429863 3.296601 0.11 0.13 0.08
C -1.214269 -1.123961 2.354309 -0.17 -0.13 -0.05
N -1.913209 -2.161238 2.800527 0.04 0.04 -0.05
N -1.141367 -0.712751 1.073860 0.50 -0.33 0.19
N -1.783066 -1.474036 0.069336 -0.49 -0.03 0.14
O -2.418603 -2.473624 0.357938 0.16 0.01 -0.04
O -1.674667 -1.033150 -1.038407 -0.02 0.14 -0.11
H 1.145996 0.580760 3.413145 -0.01 0.00 0.02
H -0.209980 1.529268 3.392843 -0.02 -0.01 0.01
H -0.716125 -0.675107 4.261408 0.00 0.00 -0.01
H -1.903382 -2.408816 3.775625 0.01 0.03 0.02
H -2.425361 -2.722987 2.134345 0.02 0.02 0.04
C -4.206407 3.171037 -1.865131 0.00 0.00 0.03
C -4.094088 2.793489 -0.378138 0.10 -0.04 -0.04
C -4.210571 4.035262 0.518145 0.03 -0.02 0.01
C -5.139744 1.732727 -0.000723 0.02 0.00 0.01
C -2.759147 2.196115 -0.174333 -0.19 0.12 -0.01
N -1.729065 1.723163 -0.022410 -0.23 -0.15 -0.19
H -5.183022 3.626504 -2.026265 0.00 -0.01 0.01
H -4.127836 2.292477 -2.504568 0.01 0.01 0.00
H -3.442818 3.894108 -2.150766 -0.01 0.00 0.00
H -5.204592 4.459614 0.381886 0.00 0.00 -0.01
H -3.475691 4.792641 0.246776 0.00 0.00 0.01
H -4.090355 3.781115 1.571302 -0.01 0.01 0.00
H -6.128169 2.181090 -0.094472 0.00 0.00 -0.02
H -5.015811 1.398584 1.029778 -0.02 0.01 0.00
H -5.089586 0.872143 -0.667487 0.01 -0.01 0.02
```
Forces are in eV/Å.

Summary:
Total charge   +2
E_LUMO   -8.58 eV
Gap between HOMO and LUMO   6.0438 eV
HOMO energy   -0.5373 hartree
Energy relative to the best compared isomer or geometry (same formula, charge and spin)   33.00 kJ/mol
DFT total energy   -1781.4208 Ha



3.
The following is a DFT calculation (wB97M-V/def2-TZVPD) of a gas-phase ion, C3H6NO (charge +1).

The geometry in XYZ format:
```
11
Properties=species:S:1:pos:R:3:forces:R:3
C -1.432097 -1.268130 0.306270 -1.04 3.19 -0.36
C -0.932123 0.910378 -0.142377 -1.35 -2.94 0.68
C 0.048219 -1.233189 0.102024 0.88 -1.11 -0.09
N 0.369609 0.210133 0.181017 -0.13 0.32 0.05
O -2.386595 -1.867382 0.539081 1.22 0.12 -0.19
H -1.082173 1.102220 -1.188903 0.26 0.11 -0.22
H -1.235239 1.665966 0.559734 0.26 0.22 0.10
H 0.619005 -1.867243 0.794524 -0.02 0.17 -0.07
H 0.225042 -1.606611 -0.916768 -0.02 0.14 0.15
H 1.138609 0.470786 -0.450942 -0.08 -0.12 0.19
H 0.652869 0.470916 1.133051 0.02 -0.12 -0.25
```
Forces are in eV/Å.

Summary:
Total charge   +1
E_LUMO   -4.55 eV
Gap between HOMO and LUMO   9.0942 eV
HOMO energy   -0.5013 hartree
Energy relative to the best compared isomer or geometry (same formula, charge and spin)   227.58 kJ/mol
DFT total energy   -247.5294 Ha